Version a
C5H10O | wB97M-V/def2-TZVPD

## Properties
- highest occupied orbital energy (hartree) = -0.354
- E_LUMO (Eh) = 0.039
- SMILES string = C[C@H]1CCOC1

The geometry in ORCA input format:
```
! wB97M-V def2-TZVPD RIJCOSX def2/J DEFGRID3
* xyz 0 1
C 1.900 -0.163 0.052
C 0.538 0.550 0.111
C -0.430 0.316 -1.075
C -1.548 -0.604 -0.536
O -1.142 -1.024 0.717
C -0.351 0.035 1.256
H 2.479 0.141 -0.828
H 2.512 0.076 0.935
H 1.780 -1.251 0.019
H 0.725 1.624 0.238
H -1.295 0.986 -1.067
H 0.036 0.132 -2.056
H -1.899 -1.417 -1.172
H -2.537 0.230 -0.445
H -1.026 0.836 1.598
H 0.190 -0.384 2.107
*
```

Here are the Löwdin charges for atoms 1 to 2, given in e: -0.0710 -0.3313



Version b
C5H10O | wB97M-V/def2-TZVPD

## Properties
- highest occupied orbital energy (hartree) = -0.364
- E_LUMO (Eh) = 0.037
- SMILES string = CC1(O)CCC1

The geometry in ORCA input format:
```
! wB97M-V def2-TZVPD RIJCOSX def2/J DEFGRID3
* xyz 0 1
C 1.556 0.493 -0.408
C 0.419 -0.357 0.140
O 0.910 -1.570 0.675
C -0.793 -0.485 -0.821
C -1.590 0.483 0.083
C -0.484 0.371 1.157
H 1.190 1.458 -0.775
H 2.050 -0.016 -1.246
H 2.300 0.672 0.376
H 1.408 -2.018 -0.023
H -0.627 -0.171 -1.859
H -1.191 -1.503 -0.813
H -2.585 0.145 0.386
H -1.685 1.487 -0.340
H -0.750 -0.294 1.983
H -0.089 1.309 1.564
*
```

Here are the Löwdin charges for atoms 1 to 2, given in e: -0.0279 -0.5862



Version c
C5H10O | wB97M-V/def2-TZVPD

## Properties
- highest occupied orbital energy (hartree) = -0.290
- E_LUMO (Eh) = 0.033
- SMILES string = C[C@@H]1[C@H](C)[C@@H]1O

The geometry in ORCA input format:
```
! wB97M-V def2-TZVPD RIJCOSX def2/J DEFGRID3
* xyz 0 1
C 1.753 -0.227 0.269
C 0.546 0.016 1.090
C -0.993 -0.400 0.296
C -1.087 -0.802 -1.139
C -0.504 0.967 0.672
O -0.233 1.786 -0.440
H 2.536 0.382 0.733
H 2.109 -1.261 0.279
H 1.648 0.103 -0.771
H -0.015 -0.953 1.457
H -1.825 -0.754 0.924
H -0.198 -0.565 -1.721
H -1.906 -0.280 -1.641
H -1.270 -1.870 -1.268
H -1.056 1.485 1.458
H 0.496 2.375 -0.197
*
```

Here are the Löwdin charges for atoms 1 to 2, given in e: -0.1142 -0.1641



Version d
C5H10O | wB97M-V/def2-TZVPD

## Properties
- highest occupied orbital energy (hartree) = -0.287
- E_LUMO (Eh) = 0.040

The geometry in ORCA input format:
```
! wB97M-V def2-TZVPD RIJCOSX def2/J DEFGRID3
* xyz 0 1
C 1.202 1.245 0.599
C 0.422 0.446 -0.425
O 0.319 -0.948 -0.014
C -1.054 0.257 -0.477
C 0.421 -1.933 -1.043
C -1.768 0.559 0.801
H 2.259 0.960 0.588
H 0.819 1.099 1.611
H 1.134 2.312 0.355
H 0.900 0.515 -1.410
H 1.125 -1.610 -1.818
H 0.795 -2.842 -0.567
H -0.560 -2.104 -1.491
H -2.228 1.541 0.605
H -1.187 0.640 1.731
H -2.599 -0.136 0.957
*
```

Here are the Löwdin charges for atoms 1 to 2, given in e: -0.0391 -0.4171



Least stable: version d



Version a
C5H10O | wB97M-V/def2-TZVPD

## Properties
- highest occupied orbital energy (hartree) = -0.354
- E_LUMO (Eh) = 0.006
- SMILES string = C/C=C/C=O.C

The geometry in ORCA input format:
```
! wB97M-V def2-TZVPD RIJCOSX def2/J DEFGRID3
* xyz 0 1
C 1.899 0.388 -0.347
C 0.604 -0.291 -0.358
C 0.339 -1.438 0.336
C -0.952 -2.096 0.210
O -1.877 -1.647 -0.451
H 2.544 0.065 -1.175
H 1.900 1.480 -0.433
H 2.491 0.184 0.550
H -0.064 -0.035 -1.180
H 1.066 -1.845 1.037
H -1.064 -3.050 0.767
C -1.338 1.699 0.147
H -1.050 2.281 -0.744
H -0.821 2.002 1.061
H -2.412 1.810 0.296
H -1.266 0.493 0.284
*
```

Here are the Löwdin charges for atoms 1 to 2, given in e: -0.0963 -0.1862



Version b
C5H10O | wB97M-V/def2-TZVPD

## Properties
- highest occupied orbital energy (hartree) = -0.349
- E_LUMO (Eh) = 0.026

The geometry in ORCA input format:
```
! wB97M-V def2-TZVPD RIJCOSX def2/J DEFGRID3
* xyz 0 1
C 1.589 0.394 -0.964
C 0.765 0.921 0.211
C 0.769 -0.060 1.353
O -0.259 0.113 2.376
C -0.371 -0.972 1.681
C -2.190 -0.787 -1.031
H 2.624 0.193 -0.666
H 1.616 1.122 -1.780
H 1.166 -0.537 -1.354
H 1.176 1.877 0.560
H -0.267 1.114 -0.105
H 1.736 -0.311 1.786
H -1.793 -1.216 -0.107
H -1.390 -0.696 -1.773
H -2.616 0.200 -0.828
H -2.970 -1.446 -1.418
*
```

Here are the Löwdin charges for atoms 1 to 2, given in e: -0.1017 -0.2295



Least stable: version b



Version a
C3H5N5 | wB97M-V/def2-TZVPD

## Properties
- highest occupied orbital energy (hartree) = -0.313
- E_LUMO (Eh) = 0.010
- SMILES string = [H]/N=c1/ncn(/C=N/[H])[nH]1

The geometry in ORCA input format:
```
! wB97M-V def2-TZVPD RIJCOSX def2/J DEFGRID3
* xyz 0 1
H 0.411 3.275 0.886
N -0.399 3.024 0.363
C -0.462 1.765 0.054
N -1.557 1.083 -0.444
C -1.143 -0.133 -0.686
N -0.015 -0.389 -0.092
C 0.779 -1.642 -0.109
N 0.119 -2.667 -0.378
H 0.729 -3.615 -0.192
N 0.606 0.794 0.221
H -1.644 -1.033 -1.084
H 1.809 -1.354 0.262
H 0.767 0.892 1.197
*
```

Here are the Löwdin charges for atoms 1 to 2, given in e: 0.0124 0.1099



Version b
C3H5N5 | wB97M-V/def2-TZVPD

## Properties
- highest occupied orbital energy (hartree) = -0.331
- E_LUMO (Eh) = -0.009

The geometry in ORCA input format:
```
! wB97M-V def2-TZVPD RIJCOSX def2/J DEFGRID3
* xyz 0 1
C -1.313 -0.050 -0.227
C 0.180 -0.009 -0.355
C 1.140 0.931 0.011
H -1.484 -2.115 0.223
H -3.147 -1.140 0.951
H -1.279 1.776 -0.391
H 1.121 1.944 0.345
H 3.206 0.723 0.334
N -1.872 -1.239 0.025
N -1.983 1.087 -0.311
N 2.322 0.288 -0.001
N 2.163 -0.972 -0.167
N 0.946 -1.226 -0.439
*
```

Here are the Löwdin charges for atoms 1 to 2, given in e: -0.5380 -0.1696



Version c
C3H5N5 | wB97M-V/def2-TZVPD

## Properties
- highest occupied orbital energy (hartree) = -0.323
- E_LUMO (Eh) = 0.009

The geometry in ORCA input format:
```
! wB97M-V def2-TZVPD RIJCOSX def2/J DEFGRID3
* xyz 0 1
C -2.031 0.028 -0.258
C -1.062 -0.877 0.116
C 0.568 0.849 0.053
H -1.938 1.206 -0.814
H -2.943 -0.657 -0.250
H -1.032 -2.213 0.842
H 1.687 -1.917 0.466
H 0.530 2.593 -0.168
N 0.334 -0.389 0.149
N 1.506 -1.214 -0.191
N 2.416 -0.255 -0.129
N 2.046 0.940 -0.063
N -0.080 1.907 0.249
*
```

Here are the Löwdin charges for atoms 1 to 2, given in e: -0.0434 -0.1575



Version d
C3H5N5 | wB97M-V/def2-TZVPD

## Properties
- highest occupied orbital energy (hartree) = -0.322
- E_LUMO (Eh) = -0.004
- SMILES string = [H]/N=c1/ccn(N)nn1

The geometry in ORCA input format:
```
! wB97M-V def2-TZVPD RIJCOSX def2/J DEFGRID3
* xyz 0 1
H -3.371 -1.308 -0.111
N -2.908 -0.267 0.352
C -1.571 -0.305 0.093
C -0.987 0.926 -0.078
C 0.353 0.958 -0.014
N 1.053 -0.319 0.207
N 2.414 -0.376 0.139
N 0.565 -1.568 -0.051
N -0.735 -1.640 -0.265
H -1.529 1.791 -0.411
H 1.030 1.918 -0.439
H 2.827 0.559 -0.498
H 2.858 -0.369 1.077
*
```

Here are the Löwdin charges for atoms 1 to 2, given in e: 0.1366 0.0597



Least stable: version c



Version a
C3H5N5 | wB97M-V/def2-TZVPD

## Properties
- highest occupied orbital energy (hartree) = -0.325
- E_LUMO (Eh) = -0.001

The geometry in ORCA input format:
```
! wB97M-V def2-TZVPD RIJCOSX def2/J DEFGRID3
* xyz 0 1
C 2.408 0.031 0.003
C 0.115 -0.507 0.068
C -0.672 0.858 -0.236
H 2.897 0.237 1.252
H 1.956 1.064 -0.254
H 3.162 -0.540 -0.766
H -0.066 1.754 -0.256
H -3.654 -0.154 -0.019
N 1.267 -0.863 0.156
N -1.918 1.026 0.060
N -2.548 -0.124 0.178
N -2.115 -1.314 0.058
N -0.832 -1.468 -0.244
*
```

Here are the Löwdin charges for atoms 1 to 2, given in e: -0.1437 -0.4263



Version b
C3H5N5 | wB97M-V/def2-TZVPD

## Properties
- highest occupied orbital energy (hartree) = -0.327
- E_LUMO (Eh) = -0.011

The geometry in ORCA input format:
```
! wB97M-V def2-TZVPD RIJCOSX def2/J DEFGRID3
* xyz 0 1
C -1.865 0.177 -0.261
C 0.257 1.425 0.068
C 1.445 -0.235 -0.042
H -1.575 -1.655 -0.306
H -2.764 1.029 -0.467
H -0.239 2.475 0.211
H 3.414 -1.121 -0.503
H 0.136 -0.826 1.300
N -2.313 -1.048 -0.238
N -0.577 0.482 0.383
N 1.520 1.071 -0.379
N 2.318 -1.162 -0.113
N 0.244 -0.614 0.348
*
```

Here are the Löwdin charges for atoms 1 to 2, given in e: -0.1598 -0.1320



Version c
C3H5N5 | wB97M-V/def2-TZVPD

## Properties
- highest occupied orbital energy (hartree) = -0.317
- E_LUMO (Eh) = 0.014
- SMILES string = [H]/N=C\N1C=NNC=N1

The geometry in ORCA input format:
```
! wB97M-V def2-TZVPD RIJCOSX def2/J DEFGRID3
* xyz 0 1
H 2.390 -1.259 0.860
N 3.020 -0.356 0.525
C 2.027 0.463 -0.050
N 0.638 0.075 -0.328
C -0.294 1.091 -0.078
N -1.580 1.218 0.377
N -2.176 -0.157 0.455
C -1.285 -1.231 -0.027
N -0.052 -1.154 -0.186
H 2.128 1.539 -0.690
H -0.097 2.270 -0.368
H -3.062 -0.311 -0.227
H -1.657 -2.188 -0.263
*
```

Here are the Löwdin charges for atoms 1 to 2, given in e: 0.0853 0.0281



Version d
C3H5N5 | wB97M-V/def2-TZVPD

## Properties
- highest occupied orbital energy (hartree) = -0.377
- E_LUMO (Eh) = -0.023
- SMILES string = [H]/N=C(/C)n1ncnn1

The geometry in ORCA input format:
```
! wB97M-V def2-TZVPD RIJCOSX def2/J DEFGRID3
* xyz 0 1
H 1.328 2.131 -0.178
N 1.807 1.372 -0.284
C 1.350 0.216 0.097
C 2.145 -1.119 0.052
N -0.015 0.001 0.293
N -0.825 1.046 0.170
C -1.976 0.562 -0.076
N -2.119 -0.743 -0.194
N -0.894 -1.172 -0.102
H 1.956 -1.839 0.866
H 3.169 -0.913 0.012
H 1.707 -1.981 -0.791
H -2.953 1.122 0.480
*
```

Here are the Löwdin charges for atoms 1 to 2, given in e: -0.0367 0.1971



Least stable: version c



Version a
C3H5N5 | wB97M-V/def2-TZVPD

## Properties
- highest occupied orbital energy (hartree) = -0.323
- E_LUMO (Eh) = -0.016
- SMILES string = [H]/N=c1\cnn(C)nn1

The geometry in ORCA input format:
```
! wB97M-V def2-TZVPD RIJCOSX def2/J DEFGRID3
* xyz 0 1
H -1.423 -2.430 1.571
N -0.231 -2.310 1.910
C 0.140 -1.300 1.033
C -0.979 -0.773 0.418
N -0.839 0.056 -0.477
N 0.342 0.531 -0.599
C 0.404 1.760 -1.229
N 1.520 0.150 0.098
N 1.391 -0.793 0.861
H -1.859 -1.321 0.842
H 1.495 2.014 -1.751
H -0.223 1.944 -2.256
H 0.263 2.471 -0.422
*
```

Here are the Löwdin charges for atoms 1 to 2, given in e: 0.1128 0.0708



Version b
C3H5N5 | wB97M-V/def2-TZVPD

## Properties
- highest occupied orbital energy (hartree) = -0.321
- E_LUMO (Eh) = 0.015
- SMILES string = [H]/N=C\n1[nH]nc/c1=N\[H]

The geometry in ORCA input format:
```
! wB97M-V def2-TZVPD RIJCOSX def2/J DEFGRID3
* xyz 0 1
H -2.737 -1.142 0.041
N -2.764 -0.173 -0.296
C -1.708 0.418 -0.108
N -0.405 -0.116 0.456
N 0.009 -1.380 0.240
N 1.265 -1.506 -0.250
C 1.817 -0.343 -0.328
C 0.788 0.680 0.105
N 0.815 1.942 0.140
H 1.663 2.408 -0.046
H -1.537 1.636 -0.548
H -0.142 -1.981 1.127
H 2.935 -0.444 -0.532
*
```

Here are the Löwdin charges for atoms 1 to 2, given in e: 0.0568 0.0916



Least stable: version a



Version a
CH4O3 | wB97M-V/def2-TZVPD

## Properties
- highest occupied orbital energy (hartree) = -0.412
- E_LUMO (Eh) = 0.020
- SMILES string = O=CO.O

The geometry in ORCA input format:
```
! wB97M-V def2-TZVPD RIJCOSX def2/J DEFGRID3
* xyz 0 1
O 2.853 0.401 1.654
C 1.843 0.341 0.921
O 0.663 1.038 1.215
H 1.716 -0.165 -0.056
H 0.804 1.357 2.148
O -2.897 -0.827 -1.714
H -1.924 -0.677 -1.726
H -3.058 -1.468 -2.442
*
```

Here are the Löwdin charges for atoms 1 to 2, given in e: 0.0183 -0.2978



Version b
CH4O3 | wB97M-V/def2-TZVPD

## Properties
- highest occupied orbital energy (hartree) = -0.404
- E_LUMO (Eh) = 0.023

The geometry in ORCA input format:
```
! wB97M-V def2-TZVPD RIJCOSX def2/J DEFGRID3
* xyz 0 1
C 0.370 0.378 -0.633
O 1.355 0.461 -1.234
O 0.524 -1.927 -0.518
O -0.149 -0.742 -0.163
H -0.309 1.276 -0.332
H -0.697 1.047 2.046
H -0.198 -2.318 -1.075
H -0.896 1.825 1.909
*
```

Here are the Löwdin charges for atoms 1 to 2, given in e: -0.4307 0.1250



Least stable: version b



Version a
C5H6N2 | wB97M-V/def2-TZVPD

## Properties
- highest occupied orbital energy (hartree) = -0.303
- E_LUMO (Eh) = 0.030
- SMILES string = C=Cc1ncc[nH]1

The geometry in ORCA input format:
```
! wB97M-V def2-TZVPD RIJCOSX def2/J DEFGRID3
* xyz 0 1
C -0.125 -1.974 1.226
C -0.931 -1.201 0.504
C -0.414 0.009 -0.074
N -1.259 1.050 -0.358
C -0.363 1.966 -0.842
C 0.929 1.509 -0.842
N 0.882 0.238 -0.336
H 0.951 -1.745 1.304
H -0.410 -2.829 1.784
H -1.987 -1.334 0.451
H -0.710 2.886 -1.282
H 1.867 1.956 -1.232
H 1.572 -0.530 -0.303
*
```

Here are the Löwdin charges for atoms 1 to 2, given in e: 0.0175 -0.1008



Version b
C5H6N2 | wB97M-V/def2-TZVPD

## Properties
- highest occupied orbital energy (hartree) = -0.349
- E_LUMO (Eh) = 0.012
- SMILES string = N#C[C@H]1[C@H]2CCN21

The geometry in ORCA input format:
```
! wB97M-V def2-TZVPD RIJCOSX def2/J DEFGRID3
* xyz 0 1
N -0.808 -1.778 1.792
C -1.303 -1.218 0.889
C -1.214 0.192 0.498
C -0.029 1.042 0.274
C 1.236 0.239 0.010
C 0.435 -0.433 -1.130
N -0.772 0.432 -0.879
H -2.152 0.678 0.739
H -0.083 2.105 0.500
H 2.058 0.860 -0.355
H 1.588 -0.394 0.830
H 0.818 -0.222 -2.131
H 0.227 -1.504 -1.037
*
```

Here are the Löwdin charges for atoms 1 to 2, given in e: 0.1892 -0.1371



Least stable: version b



Version a
C5H6N2 | wB97M-V/def2-TZVPD

## Properties
- highest occupied orbital energy (hartree) = -0.335
- E_LUMO (Eh) = 0.030
- SMILES string = C#C[C@H](C#N)CN

The geometry in ORCA input format:
```
! wB97M-V def2-TZVPD RIJCOSX def2/J DEFGRID3
* xyz 0 1
C 2.375 1.497 -0.932
C 1.876 0.661 -0.235
C 1.229 -0.323 0.576
C 1.562 -1.663 0.227
N 1.783 -2.751 -0.051
C -0.616 -0.205 0.264
N -0.868 -0.363 -1.103
H 2.850 2.220 -1.526
H 1.326 -0.134 1.645
H -0.993 -0.990 0.920
H -0.841 0.791 0.637
H -1.126 -1.292 -1.394
H -1.411 0.354 -1.545
*
```

Here are the Löwdin charges for atoms 1 to 2, given in e: 0.1360 -0.1561



Version b
C5H6N2 | wB97M-V/def2-TZVPD

## Properties
- highest occupied orbital energy (hartree) = -0.350
- E_LUMO (Eh) = 0.023
- SMILES string = C1=NN=C[C@H]2C[C@@H]12

The geometry in ORCA input format:
```
! wB97M-V def2-TZVPD RIJCOSX def2/J DEFGRID3
* xyz 0 1
C 0.398 1.325 -0.186
N 1.461 0.769 0.168
N 1.485 -0.685 0.237
C 0.468 -1.363 -0.192
C -0.903 -0.783 -0.446
C -1.511 -0.055 0.774
C -0.968 0.736 -0.409
H 0.529 2.474 -0.289
H 0.649 -2.442 -0.269
H -1.568 -1.298 -1.188
H -2.635 -0.035 0.946
H -0.924 0.071 1.707
H -1.582 1.481 -0.986
*
```

Here are the Löwdin charges for atoms 1 to 2, given in e: -0.1835 0.0173



Version c
C5H6N2 | wB97M-V/def2-TZVPD

## Properties
- highest occupied orbital energy (hartree) = -0.302
- E_LUMO (Eh) = -0.015
- SMILES string = [H]/N=C1/C=CC(=C)N1

The geometry in ORCA input format:
```
! wB97M-V def2-TZVPD RIJCOSX def2/J DEFGRID3
* xyz 0 1
H -1.557 -1.617 2.355
N -1.279 -2.027 1.214
C -0.971 -1.000 0.537
C -1.081 -0.825 -1.000
C 0.019 0.053 -1.320
C 0.581 0.649 -0.186
C 1.662 1.564 -0.068
N -0.174 0.107 0.981
H -1.801 -1.093 -1.802
H 0.257 0.199 -2.522
H 1.874 2.038 0.880
H 2.109 1.741 -1.011
H 0.361 0.211 1.941
*
```

Here are the Löwdin charges for atoms 1 to 2, given in e: 0.1561 0.0547



Version d
C5H6N2 | wB97M-V/def2-TZVPD

## Properties
- highest occupied orbital energy (hartree) = -0.314
- E_LUMO (Eh) = 0.033
- SMILES string = c1cn2c(n1)CC2

The geometry in ORCA input format:
```
! wB97M-V def2-TZVPD RIJCOSX def2/J DEFGRID3
* xyz 0 1
C 2.117 0.105 -0.063
C 1.314 -1.011 -0.165
N 0.055 -0.499 -0.040
C 0.158 0.829 0.112
N 1.395 1.275 0.117
C -1.410 0.970 0.103
C -1.405 -0.577 0.019
H 3.198 0.130 -0.108
H 1.521 -2.056 -0.317
H -1.806 1.502 -0.771
H -1.520 1.429 1.094
H -1.852 -0.994 -0.884
H -1.766 -1.105 0.904
*
```

Here are the Löwdin charges for atoms 1 to 2, given in e: -0.1620 -0.0668



Least stable: version c